C22H23ClCoF6IN6O7S2 as an isolated structure. Source: OMol25; level of theory: ωB97M-V/def2-TZVPD.

```
! RIJCOSX wB97M-V def2-TZVPD def2/J DEFGRID3
* xyz 1 2
Co 0.100 0.149 -0.334
Cl 5.826 0.413 3.466
C 4.192 0.326 2.905
C 3.166 0.269 3.812
C 1.843 0.185 3.370
I 0.239 0.101 4.712
C 1.502 0.145 2.022
O 0.279 0.026 1.598
C 2.585 0.185 1.089
N 2.239 0.080 -0.221
C 3.186 0.107 -1.134
C 4.541 0.251 -0.805
C 4.915 0.345 0.508
C 3.929 0.294 1.516
H 3.377 0.287 4.872
H 2.884 0.012 -2.167
H 5.275 0.287 -1.598
H 5.954 0.449 0.785
F -1.916 1.945 -3.026
C -1.225 1.424 -4.039
F -1.842 0.313 -4.450
F -1.165 2.285 -5.032
S 0.461 0.920 -3.430
O 0.080 -0.067 -2.406
O 1.140 0.358 -4.547
N 1.202 2.189 -2.907
S 0.983 2.869 -1.499
O 2.204 3.146 -0.825
O -0.085 2.228 -0.745
C 0.267 4.522 -1.960
F -0.302 5.062 -0.893
F 1.231 5.312 -2.401
F -0.648 4.360 -2.913
N 0.665 -5.094 -0.274
C 0.072 -4.387 -1.461
C 0.566 -2.944 -1.466
N 0.209 -2.256 -0.226
C 0.798 -2.932 0.923
C 0.346 -4.389 1.015
H 1.680 -5.119 -0.390
H 0.338 -6.059 -0.238
H -1.012 -4.417 -1.354
H 0.353 -4.916 -2.371
H 0.162 -2.405 -2.319
H 1.656 -2.919 -1.562
H -0.801 -2.233 -0.116
H 0.516 -2.407 1.837
H 1.888 -2.880 0.831
H -0.733 -4.441 1.163
H 0.841 -4.909 1.834
O -1.641 3.163 2.424
C -2.698 2.470 3.061
N -3.944 2.832 2.453
C -4.560 2.300 1.361
O -5.638 2.701 0.972
C -3.909 1.148 0.643
C -4.732 0.153 0.131
C -4.168 -0.858 -0.633
C -2.803 -0.843 -0.845
N -2.005 0.098 -0.339
C -2.552 1.092 0.365
H -0.816 3.015 2.902
H -2.754 2.743 4.116
H -2.557 1.387 2.987
H -4.388 3.674 2.789
H -5.796 0.194 0.320
H -4.783 -1.634 -1.066
H -2.336 -1.579 -1.492
H -1.881 1.873 0.698
*
```

Summary:
- E: -5243.43062 Ha
- Highest occupied orbital energy (spin up / spin down): -0.3695 / -0.3692 Ha
- HOMO-LUMO gap (spin up / spin down): 6.63 / 6.61 eV